The following is a quantum chemistry calculation of a structure of composition C22H26BiClO in a non-equilibrium geometry, from the OMol25 dataset.

Last column: natural (NBO) charge in e.
Geometry (Å):
H1 2.362 -3.617 0.304  0.199
H2 0.605 3.958 4.538  0.210
H3 -0.387 -2.055 -3.196  0.187
H4 -2.677 -0.938 -3.672  0.172
H5 1.004 0.578 -4.958  0.181
C1 0.263 0.646 5.284  -0.160
C2 2.812 0.402 0.452  -0.338
H6 0.292 -3.281 -1.416  0.229
C3 1.355 -3.287 0.563  -0.300
H7 -1.184 -2.644 2.672  0.200
H8 1.471 -3.181 2.798  0.195
H9 -0.898 -0.770 4.148  0.214
C4 2.618 0.138 -0.932  -0.336
H10 -0.118 1.788 -4.276  0.165
C5 -0.880 -2.702 0.429  -0.540
H11 -2.340 -0.133 2.259  0.217
H12 -0.426 1.100 -5.881  0.092
O1 -1.531 -0.230 -1.452  -1.004
C6 -2.171 0.673 -2.316  -0.072
H13 -1.899 -2.634 0.044  0.244
H14 -2.247 1.544 1.526  0.231
H15 3.471 -0.151 1.121  0.196
C7 1.344 1.985 -0.373  -0.415
C8 -0.953 1.192 3.240  -0.036
C9 -0.054 0.860 -4.867  -0.611
H16 0.717 2.870 -0.458  0.212
C10 -0.798 -0.236 -4.241  -0.357
C11 -0.444 2.515 3.353  -0.062
H17 3.110 -0.640 -1.517  0.202
C12 -0.245 -1.594 -4.188  -0.601
C13 -0.495 -2.746 1.832  -0.347
H18 -2.692 0.674 -4.411  0.127
H19 1.433 1.236 -2.496  0.232
C14 0.296 2.920 4.457  -0.226
H20 -0.713 -2.267 -4.933  0.103
H21 -1.674 1.665 -2.358  0.136
H22 1.306 2.280 6.253  0.195
C15 -1.729 0.759 2.083  -0.937
C16 -2.141 0.019 -3.724  -0.515
C17 2.043 1.545 0.802  -0.385
C18 -0.560 0.265 4.233  -0.240
Bi1 -0.376 -0.231 0.327  1.890
C19 1.720 1.113 -1.451  -0.331
H23 -3.224 0.787 -2.002  0.114
H24 2.040 2.053 1.765  0.203
Cl1 -0.677 3.623 2.059  0.001
C20 0.880 -3.067 1.888  -0.320
H25 0.834 -1.576 -4.401  0.176
H26 0.587 -0.099 6.012  0.190
C21 0.294 -3.081 -0.341  -0.293
C22 0.676 1.974 5.418  -0.287

For the energy relative to the best compared isomer or geometry (same formula, charge and spin), the calculation gives 0.0 kJ/mol. The orbital gap (alpha / beta) comes out at 2.3 / 2.3 eV. The HOMO energy (alpha / beta) is 2.264 / 2.266 eV. The calculation puts the largest force on an atom at 2.1 eV/A. As for the LUMO energy (alpha / beta): 4.59 / 4.59 eV. As for the net charge: -2.

***

The following is a quantum chemistry calculation of the ion C6H7N2O with charge +1 in a non-equilibrium geometry, from the OMol25 dataset.

Last column: natural (NBO) charge in e.
Geometry (Å):
H1 0.549 1.021 2.155  0.273
C1 -1.489 0.515 -1.019  0.418
O1 -1.590 1.539 -0.365  -0.458
C2 0.393 0.739 1.090  0.194
H2 1.415 2.283 0.050  0.452
N1 1.194 -0.543 -1.157  -0.386
H3 -0.389 -0.944 1.939  0.288
C3 -0.254 -0.473 0.939  -0.286
C4 1.397 0.698 -1.019  0.243
N2 0.970 1.390 0.034  -0.501
C5 0.374 -1.350 -0.441  0.088
C6 -1.034 -0.801 -0.320  -0.339
H4 0.606 -2.409 -0.560  0.277
H5 2.117 1.117 -1.747  0.247
H6 -1.836 -1.698 -0.275  0.308
H7 -1.937 0.305 -2.007  0.181

For the energy relative to the best compared isomer or geometry (same formula, charge and spin), the calculation gives 161.3 kJ/mol. The orbital gap comes out at 9.6 eV. The HOMO energy is -14.704 eV. The calculation puts the largest force on an atom at 3.1 eV/A. As for the LUMO energy: -5.08 eV. As for the net charge: +1.

***

The following is a quantum chemistry calculation of a cluster of 2 separate species, C4H9N3 in total in a non-equilibrium geometry, from the OMol25 dataset.

Last column: natural (NBO) charge in e.
Geometry (Å):
H1 1.953 -2.151 -0.023  0.211
H2 -0.559 3.059 -0.320  0.357
C1 -0.861 1.349 0.516  0.069
C2 0.972 -1.786 -0.333  -0.750
N1 -1.981 -0.632 1.327  -0.558
N2 1.519 0.395 -1.485  -0.774
C3 1.365 -0.115 -0.368  0.291
H3 -1.325 -0.490 -0.600  0.199
H4 0.281 -2.416 0.223  0.235
H5 1.689 0.187 0.632  0.131
H6 0.894 -2.052 -1.385  0.219
H7 -1.045 1.787 1.508  0.155
H8 -1.946 -0.190 2.246  0.334
H9 0.940 1.141 -1.855  0.437
N3 -0.682 2.065 -0.505  -0.618
C4 -1.213 -0.150 0.423  0.061

For the energy relative to the best compared isomer or geometry (same formula, charge and spin), the calculation gives 480.8 kJ/mol. The orbital gap comes out at 8.0 eV. The HOMO energy is -8.211 eV. The calculation puts the largest force on an atom at 3.9 eV/A. As for the LUMO energy: -0.20 eV.

***

The following is a quantum chemistry calculation of a structure of composition C17H22AsF5N3O7PbS2 in a non-equilibrium geometry, from the OMol25 dataset.

Last column: natural (NBO) charge in e.
Geometry (Å):
H1 -1.709 -5.740 0.023  0.378
S1 1.142 3.058 0.053  2.577
O1 0.970 2.656 -1.397  -0.992
Pb1 0.066 0.529 -1.003  1.833
H2 -1.856 -4.693 2.188  0.208
H3 -3.476 -4.154 1.740  0.202
C1 -2.928 3.274 -1.010  0.380
C2 -2.661 2.766 1.323  0.396
C3 -2.825 4.092 1.632  0.294
F1 -2.484 1.902 2.306  -0.280
O2 1.128 -0.105 0.789  -1.139
N1 1.537 -0.361 -2.702  -0.489
H4 2.677 1.352 -2.907  0.245
F2 -3.224 6.273 0.915  -0.253
H5 4.384 0.240 2.719  0.252
H6 -1.942 -2.255 1.429  0.233
C4 2.561 0.323 -3.229  0.062
H7 4.231 0.307 -4.559  0.250
O3 0.104 -3.556 -2.369  -0.600
C5 -1.888 -3.101 0.748  -0.235
H8 2.386 -0.514 3.952  0.209
C6 0.155 -2.344 -2.402  0.756
H9 4.031 -0.483 1.130  0.247
C7 1.331 -1.640 -3.034  0.101
H10 1.762 3.142 2.889  0.251
O4 0.036 2.416 0.791  -1.049
H11 0.656 -0.553 3.416  0.214
As1 2.123 0.898 1.832  2.059
C8 1.695 -0.684 3.125  -0.959
F3 -2.772 4.501 2.891  -0.275
H12 0.588 1.951 3.491  0.254
H13 -3.450 -2.227 -0.366  0.421
H14 4.526 1.220 1.236  0.251
C9 -2.479 -4.370 1.354  -0.239
C10 3.980 0.421 1.729  -0.984
O5 -0.740 -1.527 -1.922  -0.823
C11 3.216 -1.596 -4.481  -0.118
S2 -2.465 0.668 -0.391  0.024
O6 1.286 4.453 0.288  -0.899
H15 1.966 -3.339 -4.140  0.263
N2 -2.612 -5.361 0.286  -0.864
C12 3.417 -0.267 -4.137  -0.224
H16 -1.957 -2.287 -1.189  0.475
C13 1.629 2.121 3.243  -0.956
H17 -3.199 -6.136 0.560  0.390
C14 -2.699 2.324 -0.005  -0.366
C15 -3.054 5.008 0.618  0.345
C16 -3.116 4.599 -0.707  0.259
H18 3.884 -2.081 -5.181  0.243
H19 -0.846 -3.272 0.480  0.224
F4 -2.944 2.902 -2.279  -0.276
F5 -3.359 5.484 -1.661  -0.265
N3 -2.615 -2.782 -0.522  -0.725
H20 1.863 -1.634 2.631  0.219
H21 -2.877 -3.707 -0.892  0.458
H22 2.275 1.919 4.091  0.249
O7 2.411 2.273 0.503  -1.019
C17 2.160 -2.299 -3.918  -0.190

For the energy relative to the best compared isomer or geometry (same formula, charge and spin), the calculation gives 267.6 kJ/mol. The orbital gap comes out at 5.3 eV. The HOMO energy is -11.228 eV. The calculation puts the largest force on an atom at 3.8 eV/A. As for the LUMO energy: -5.89 eV. As for the net charge: +1.

***

The following is a quantum chemistry calculation of a cluster of 2 separate species, C5H9NO2S in total in a non-equilibrium geometry, from the OMol25 dataset.

Last column: natural (NBO) charge in e.
Geometry (Å):
H1 -1.398 1.505 0.636  0.402
O1 2.229 -0.085 1.170  -0.982
H2 1.320 2.548 0.571  0.228
C1 0.402 2.466 -0.018  -0.440
H3 -2.713 -1.060 -0.474  0.192
H4 0.680 2.207 -1.051  0.242
N1 -0.424 1.320 0.449  -0.502
C2 -0.857 -2.256 -0.285  0.037
C3 -2.100 -1.644 0.193  -0.444
H5 2.853 -0.760 1.368  0.482
C4 -0.709 -1.039 0.267  -0.139
H6 -0.220 3.321 0.153  0.212
C5 -0.009 0.122 0.157  0.159
H7 0.659 0.354 -2.088  -0.344
H8 -2.663 -2.177 1.099  0.197
S1 1.763 -0.119 -0.510  1.429
H9 -0.553 -3.147 -0.793  0.243
O2 1.741 -1.556 -0.843  -0.972

For the energy relative to the best compared isomer or geometry (same formula, charge and spin), the calculation gives 778.8 kJ/mol. The orbital gap (alpha / beta) comes out at 6.6 / 6.6 eV. The HOMO energy (alpha / beta) is -7.400 / -7.393 eV. The calculation puts the largest force on an atom at 4.9 eV/A. As for the LUMO energy (alpha / beta): -0.81 / -0.81 eV.